A structure of composition C21H25N3O2S3Se2Ta, computed with wB97M-V/def2-TZVPD.

Geometry as XYZ:
```
57
C21H25N3O2S3Se2Ta, DFT wB97M-V/def2-TZVPD
Ta -0.65 -0.11 0.78
O -1.50 -2.28 1.51
C -0.90 -3.57 1.30
C 0.61 -3.45 1.42
C 1.17 -4.88 1.62
O 0.72 -5.50 2.81
C 1.01 -2.63 2.65
Se 0.82 -0.67 2.68
C 1.24 -2.93 0.12
Se 0.11 -1.77 -1.00
H -2.45 -2.37 1.64
H -1.17 -3.95 0.31
H -1.28 -4.25 2.06
H 2.26 -4.84 1.58
H 0.83 -5.51 0.80
H 1.27 -5.21 3.55
H 2.06 -2.79 2.87
H 0.42 -2.94 3.51
H 1.48 -3.77 -0.55
H 2.16 -2.38 0.31
N 1.68 1.94 -2.40
C 3.04 1.55 -2.33
C 3.84 1.64 -3.46
C 5.17 1.25 -3.39
C 5.68 0.73 -2.21
C 4.86 0.61 -1.09
C 3.55 1.04 -1.15
S 2.57 0.95 0.31
N 0.96 1.02 -0.35
C 0.74 1.50 -1.52
C -0.67 1.54 -1.97
C -1.11 2.35 -3.00
C -2.46 2.32 -3.34
C -3.30 1.48 -2.64
C -2.79 0.72 -1.61
N -1.49 0.75 -1.27
H 1.35 2.16 -3.32
H 3.43 2.03 -4.38
H 5.80 1.34 -4.26
H 6.72 0.42 -2.15
H 5.26 0.20 -0.17
H -0.44 3.02 -3.51
H -2.84 2.95 -4.13
H -4.35 1.41 -2.88
H -3.42 0.07 -1.01
C -2.61 4.02 2.36
C -2.40 2.58 1.97
S -0.77 2.22 1.37
C -3.32 1.62 2.04
C -4.72 1.79 2.54
S -2.91 -0.04 1.59
H -1.90 4.67 1.87
H -2.49 4.15 3.44
H -3.61 4.36 2.10
H -4.90 2.80 2.89
H -4.92 1.10 3.37
H -5.45 1.56 1.76
```

The value obtained for the energy above the lowest of the compared OMol25 structures with the same formula, charge and spin is 0.00 kJ/mol. Its total charge is +1. The max |F| comes out at 0.91 eV Å⁻¹. The frontier orbital gap comes out at 6.447 eV.

Results of the Mulliken charge analysis, in e, for atoms 1 through 2: Ta 0.69; O -0.39